Record 1
A cluster of 2 separate species, C2H2BrO3S in total. Source: the Open Molecules 2025 dataset; level of theory: ωB97M-V/def2-TZVPD.

The calculation puts the energy above the lowest of the compared OMol25 structures with the same formula, charge and spin at 139.68 kcal/mol. The largest force on an atom is 0.1012 Eh/bohr. The molar mass is 186.01 g/mol. Its charge is -1. Its frontier orbital gap is 0.2675 Eh.

```
9
Properties=species:S:1:pos:R:3:mulliken_charge:R:1
Br 2.32 0.46 0.55 -0.27
S -0.69 1.11 1.59 0.98
O -0.31 0.11 2.58 -0.55
O -1.10 2.43 1.94 -0.61
O -1.75 0.32 0.61 -0.37
C -0.51 0.68 -0.07 -0.33
C 0.97 -0.83 -0.05 -0.28
H -0.62 1.50 -0.66 0.26
H 0.38 -1.16 0.82 0.16
```



Record 2
The molecule C29H32N4O5. Source: the Open Molecules 2025 dataset; level of theory: ωB97M-V/def2-TZVPD.

The calculation puts the energy above the lowest of the compared OMol25 structures with the same formula, charge and spin at 39.79 kcal/mol. The largest force on an atom is 0.0245 Eh/bohr. The molar mass is 516.60 g/mol. Its frontier orbital gap is 0.3162 Eh. Its SMILES is COc1ccc(N(C(=O)/C=C/C(=O)Nc2cc(C)on2)[C@H](C(=O)NC2CCCC2)c2ccccc2C)cc1.

```
70
Properties=species:S:1:pos:R:3:mulliken_charge:R:1
O -3.33 -2.13 -0.48 -0.50
O 2.66 2.36 -0.28 -0.75
O 3.35 -2.10 -0.05 -0.63
O -6.38 1.14 -0.54 -0.20
O -2.25 3.38 -1.80 -0.64
N -3.09 2.11 -0.09 -0.10
N -5.18 1.10 0.11 -0.54
N 1.44 0.58 0.40 0.69
N 4.02 -0.10 -0.87 0.03
C 2.91 1.18 3.72 -1.60
C -0.66 -0.31 1.28 -0.45
C -4.38 1.94 -0.53 0.35
C -0.03 -0.76 -0.99 -0.01
C -7.51 2.18 -2.42 -1.21
C 0.25 -0.18 0.24 -0.54
C 1.91 -0.90 4.67 -0.87
C 2.61 -0.04 1.05 0.43
C 3.36 -0.89 -0.01 -0.54
C -0.78 2.48 -0.12 -0.24
C 1.21 -2.74 3.32 -1.08
C 3.82 -1.28 -3.05 -0.37
C -1.23 -1.42 -1.19 -1.17
C -5.05 2.54 -1.62 -0.08
C 1.62 -2.05 2.19 -0.25
C 5.84 -1.60 -1.69 -1.13
C 1.35 -2.16 4.56 -0.71
C -6.30 1.99 -1.57 0.19
C -4.37 -2.16 0.47 -0.74
C 4.69 -2.39 -3.64 -0.84
C -1.87 -0.96 1.08 -0.76
C 2.33 -0.19 3.55 1.29
C 5.45 -2.89 -2.42 -0.50
C 4.74 -0.57 -2.04 -0.04
C -2.17 -1.51 -0.17 0.90
C 2.19 -0.79 2.29 -0.31
C -2.08 2.75 -0.77 0.28
C 1.59 1.77 -0.22 1.12
C 0.33 2.30 -0.82 -1.17
H 2.01 -0.44 5.65 0.37
H 5.19 0.31 -2.49 0.66
H 5.91 -1.75 -0.62 0.29
H -7.78 1.23 -2.89 0.31
H 3.43 -0.60 -3.81 0.41
H -2.57 -1.03 1.89 0.47
H 2.98 -1.73 -2.52 -0.02
H 5.38 -1.98 -4.38 0.32
H -4.70 -1.15 0.72 0.29
H -7.31 2.92 -3.18 0.31
H 4.09 -3.17 -4.11 0.40
H -4.07 -2.69 1.38 0.35
H 0.35 2.51 -1.88 0.35
H 1.03 -2.68 5.45 0.42
H 0.68 -0.68 -1.80 0.64
H -0.80 2.32 0.95 0.71
H -1.46 -1.86 -2.15 0.47
H -5.19 -2.70 -0.01 0.25
H 6.81 -1.24 -2.05 0.43
H 6.32 -3.50 -2.68 0.44
H 1.51 -2.51 1.22 0.46
H 2.39 1.91 3.11 0.29
H -4.65 3.25 -2.31 0.46
H 0.77 -3.72 3.22 0.43
H 4.78 -3.47 -1.78 0.17
H -0.44 0.11 2.24 0.51
H -8.35 2.50 -1.81 0.32
H 3.97 1.19 3.45 0.31
H 3.27 0.79 1.32 0.79
H 3.91 0.91 -0.77 0.36
H -2.85 1.55 0.71 0.27
H 2.83 1.49 4.76 0.43
```



Record 3
The molecule C4H4O. Source: the Open Molecules 2025 dataset; level of theory: ωB97M-V/def2-TZVPD.

The calculation puts the energy above the lowest of the compared OMol25 structures with the same formula, charge and spin at 50.88 kcal/mol. The largest force on an atom is 0.0520 Eh/bohr. The molar mass is 68.08 g/mol. Its frontier orbital gap is 0.3832 Eh. Its SMILES is O=C1[C@H]2C[C@@H]12.

```
9
Properties=species:S:1:pos:R:3:mulliken_charge:R:1
O 0.52 -2.48 1.79 -0.57
C 0.06 -0.13 -0.67 -0.40
C -0.69 -0.62 0.64 -0.42
C 0.35 -1.53 1.07 0.70
C 0.88 -0.32 0.56 -0.35
H -0.02 0.81 -1.15 0.30
H 1.64 0.40 1.03 0.28
H 0.17 -0.89 -1.37 0.20
H -1.60 -0.13 1.17 0.25
```



Record 4
A structure of composition C5H6O2. Source: the Open Molecules 2025 dataset; level of theory: ωB97M-V/def2-TZVPD.

The calculation puts the energy above the lowest of the compared OMol25 structures with the same formula, charge and spin at 92.18 kcal/mol. The largest force on an atom is 0.0133 Eh/bohr. The molar mass is 98.10 g/mol. Its frontier orbital gap is 0.3549 Eh.

```
13
Properties=species:S:1:pos:R:3:mulliken_charge:R:1
O 2.69 -1.08 0.63 -0.53
O 0.55 -0.61 1.34 -0.40
C -0.20 1.57 0.53 -0.91
C 1.62 -0.56 0.51 0.41
C 0.98 0.34 -0.53 -0.45
C -0.28 0.15 0.39 1.25
C -1.47 -0.66 -0.07 -1.29
H -2.20 -0.72 0.75 0.33
H -1.18 -1.67 -0.34 0.35
H -0.80 1.99 -0.31 0.27
H -1.96 -0.18 -0.92 0.34
H 1.37 1.37 -0.40 0.29
H 0.89 0.05 -1.58 0.35
```